{"formula": "C49H132N8O19", "method": "ωB97M-V/def2-TZVPD", "gap_ev": [1.272, 8.288], "multiplicity": 2, "total_energy_ev": -103763.078, "total_charge": -1, "s2": 0.75, "elements": ["C", "O", "C", "C", "N", "C", "C", "O", "C", "H", "H", "H", "H", "H", "H", "H", "H", "H", "H", "H", "H", "H", "H", "H", "C", "O", "C", "C", "N", "C", "C", "O", "C", "H", "H", "H", "H", "H", "H", "H", "H", "H", "H", "H", "H", "H", "H", "H", "C", "O", "C", "C", "N", "C", "C", "O", "C", "H", "H", "H", "H", "H", "H", "H", "H", "H", "H", "H", "H", "H", "H", "H", "C", "O", "C", "C", "N", "C", "C", "O", "C", "H", "H", "H", "H", "H", "H", "H", "H", "H", "H", "H", "H", "H", "H", "H", "C", "O", "C", "C", "N", "C", "C", "O", "C", "H", "H", "H", "H", "H", "H", "H", "H", "H", "H", "H", "H", "H", "H", "H", "C", "O", "C", "C", "N", "C", "C", "O", "C", "H", "H", "H", "H", "H", "H", "H", "H", "H", "H", "H", "H", "H", "H", "H", "C", "O", "H", "H", "H", "H", "C", "O", "H", "H", "H", "H", "C", "O", "H", "H", "H", "H", "C", "O", "H", "H", "H", "H", "C", "O", "H", "H", "H", "H", "C", "C", "C", "O", "C", "N", "H", "H", "H", "H", "H", "H", "H", "H", "H", "H", "H", "C", "C", "C", "O", "C", "N", "H", "H", "H", "H", "H", "H", "H", "H", "H", "H", "H"], "xyz": [[-3.92, -7.69, 3.17], [-2.66, -7.16, 2.86], [-2.66, -5.81, 2.52], [-1.22, -5.28, 2.30], [-0.82, -5.59, 0.95], [0.55, -5.12, 0.65], [1.22, -5.92, -0.48], [1.35, -7.30, -0.05], [2.20, -8.06, -0.85], [-4.57, -7.62, 2.30], [-4.32, -7.12, 4.00], [-3.81, -8.71, 3.54], [-3.28, -5.24, 3.21], [-3.21, -5.69, 1.58], [-0.46, -5.74, 2.93], [-1.03, -4.22, 2.47], [-0.79, -6.58, 0.78], [1.22, -5.02, 1.50], [0.34, -4.09, 0.35], [2.19, -5.49, -0.73], [0.61, -5.89, -1.38], [1.93, -7.87, -1.89], [2.10, -9.14, -0.72], [3.25, -7.94, -0.58], [-2.26, 8.82, -2.53], [-2.05, 7.60, -3.28], [-2.51, 6.42, -2.55], [-2.15, 5.11, -3.26], [-0.74, 4.86, -3.45], [-0.55, 3.63, -4.18], [0.95, 3.29, -4.48], [1.65, 2.85, -3.32], [3.03, 2.58, -3.57], [-1.87, 9.64, -3.13], [-1.70, 8.66, -1.61], [-3.30, 8.95, -2.25], [-3.59, 6.41, -2.41], [-2.17, 6.41, -1.52], [-2.62, 5.09, -4.25], [-2.55, 4.22, -2.78], [-0.40, 5.56, -4.09], [-1.06, 3.72, -5.14], [-1.00, 2.76, -3.70], [1.43, 4.08, -5.06], [0.88, 2.44, -5.16], [3.25, 1.76, -4.25], [3.51, 2.40, -2.61], [3.47, 3.47, -4.02], [-8.42, 4.37, -1.31], [-8.07, 3.74, -0.10], [-6.85, 3.00, -0.21], [-5.55, 3.91, -0.10], [-4.40, 3.19, 0.20], [-3.15, 3.98, 0.29], [-3.19, 5.15, 1.24], [-3.84, 6.28, 0.62], [-3.21, 7.51, 0.96], [-9.46, 4.67, -1.20], [-8.28, 3.71, -2.17], [-7.86, 5.30, -1.43], [-6.80, 2.35, -1.09], [-6.83, 2.34, 0.65], [-5.74, 4.74, 0.57], [-5.40, 4.31, -1.11], [-4.36, 2.39, -0.42], [-2.91, 4.25, -0.74], [-2.36, 3.30, 0.60], [-2.22, 5.38, 1.67], [-3.83, 4.81, 2.06], [-2.99, 7.54, 2.03], [-3.82, 8.39, 0.75], [-2.25, 7.57, 0.46], [-3.99, 0.23, 1.93], [-3.84, -0.34, 3.19], [-4.76, -1.40, 3.43], [-4.36, -2.09, 4.72], [-3.13, -2.85, 4.62], [-2.64, -3.23, 5.94], [-1.98, -2.03, 6.64], [-0.79, -1.43, 5.97], [0.44, -2.18, 5.90], [-3.30, 1.07, 1.95], [-4.97, 0.63, 1.67], [-3.68, -0.40, 1.09], [-4.82, -2.10, 2.60], [-5.70, -0.88, 3.61], [-5.19, -2.72, 5.04], [-4.31, -1.30, 5.47], [-2.40, -2.29, 4.21], [-1.83, -3.91, 5.70], [-3.36, -3.70, 6.61], [-1.77, -2.32, 7.67], [-2.71, -1.22, 6.73], [1.27, -1.70, 5.39], [0.25, -3.19, 5.53], [0.76, -2.22, 6.94], [-0.62, -1.06, -4.37], [0.02, -1.05, -5.66], [1.41, -0.97, -5.48], [2.19, -0.96, -6.80], [2.35, -2.27, -7.34], [2.98, -2.35, -8.67], [3.20, -3.86, -9.04], [2.02, -4.56, -9.55], [1.53, -3.94, -10.74], [-0.11, -1.76, -3.71], [-1.64, -1.44, -4.35], [-0.64, -0.05, -3.95], [1.88, -1.75, -4.89], [1.69, -0.07, -4.92], [3.17, -0.56, -6.55], [1.74, -0.28, -7.52], [1.40, -2.60, -7.41], [3.93, -1.83, -8.57], [2.39, -1.87, -9.45], [3.57, -4.49, -8.23], [4.00, -3.93, -9.79], [0.92, -3.10, -10.42], [0.98, -4.71, -11.29], [2.26, -3.62, -11.48], [6.34, -0.26, 3.05], [6.14, -0.24, 1.62], [6.56, 1.04, 1.02], [6.69, 0.91, -0.57], [5.44, 0.40, -1.15], [5.63, 0.03, -2.55], [4.48, -0.81, -3.05], [4.37, -2.00, -2.20], [3.14, -2.63, -2.24], [5.91, 0.59, 3.59], [7.38, -0.39, 3.32], [5.86, -1.16, 3.44], [7.50, 1.36, 1.47], [5.75, 1.70, 1.31], [7.61, 0.36, -0.78], [6.87, 1.92, -0.95], [5.05, -0.35, -0.60], [6.54, -0.51, -2.77], [5.68, 0.93, -3.16], [4.57, -1.05, -4.11], [3.58, -0.21, -2.92], [2.34, -1.94, -1.97], [3.18, -3.59, -1.72], [3.02, -2.97, -3.27], [-3.39, 0.96, -2.84], [-3.08, 1.23, -1.50], [-2.96, 1.80, -3.39], [-3.05, -0.01, -3.21], [-4.48, 0.91, -2.93], [-2.14, 1.20, -1.34], [-3.05, -3.22, 0.09], [-2.24, -3.96, -0.82], [-2.37, -2.88, 0.86], [-3.52, -2.36, -0.39], [-3.88, -3.78, 0.54], [-1.71, -4.57, -0.29], [0.25, 5.07, 0.14], [0.19, 4.06, -0.78], [-0.34, 5.88, -0.29], [-0.17, 4.80, 1.11], [1.26, 5.48, 0.17], [0.35, 4.35, -1.68], [3.46, -2.52, 1.60], [2.11, -2.68, 2.06], [3.94, -1.76, 2.21], [4.04, -3.44, 1.69], [3.38, -2.32, 0.53], [1.58, -1.93, 1.78], [-0.51, 2.68, 3.49], [-0.58, 3.89, 4.22], [0.26, 2.83, 2.73], [-0.21, 1.86, 4.15], [-1.49, 2.50, 3.04], [-1.06, 3.66, 5.02], [3.94, -1.66, 6.93], [4.05, -0.15, 7.33], [3.21, 0.76, 6.38], [3.60, 0.44, 5.03], [3.14, 1.33, 4.08], [3.77, 0.12, 8.73], [4.45, -1.85, 5.98], [2.87, -1.86, 6.81], [4.14, -2.33, 7.77], [5.09, 0.13, 7.15], [3.45, 1.81, 6.53], [2.14, 0.58, 6.55], [2.07, 1.49, 4.13], [3.33, 0.98, 3.06], [3.60, 2.32, 4.14], [4.49, -0.40, 9.23], [4.10, 1.07, 8.77], [1.89, 0.88, -0.01], [0.47, 0.39, -0.49], [-0.53, 0.07, 0.70], [0.15, -0.82, 1.58], [-0.56, -1.06, 2.73], [-0.16, 1.38, -1.32], [2.41, 0.04, 0.46], [1.81, 1.71, 0.70], [2.49, 1.15, -0.88], [0.56, -0.52, -1.08], [-1.46, -0.36, 0.34], [-0.65, 0.99, 1.27], [0.00, -1.74, 3.37], [-1.59, -1.38, 2.59], [-0.66, -0.14, 3.30], [0.33, 1.46, -2.20], [-0.08, 2.27, -0.84]]}